{
  "formula": "C4H7F2N",
  "method": "ωB97M-V/def2-TZVPD",
  "symbols": ["H", "C", "C", "F", "C", "H", "H", "H", "H", "H", "F", "C", "H", "N"],
  "xyz": [[-0.712, -1.668, 2.671], [-0.221, 1.437, -1.600], [0.733, 0.457, -1.071], [-1.519, 1.156, -1.161], [-0.511, -0.689, 0.884], [-0.892, 0.264, 1.211], [-0.037, 2.542, -1.341], [0.791, -1.082, 2.438], [1.725, 0.540, -1.553], [1.510, -1.082, 0.190], [-0.145, 1.336, -2.989], [0.629, -0.482, -0.060], [-1.354, -1.186, 0.393], [0.003, -1.543, 1.988]],
  "smiles": "NC/C=C\\C(F)F",
  "orbital_gap_ev": 10.46,
  "e_lumo_ev": 0.892
}

***

{
  "formula": "C4H7F2N3",
  "method": "ωB97M-V/def2-TZVPD",
  "symbols": ["H", "C", "N", "F", "H", "C", "H", "N", "H", "H", "C", "C", "H", "N", "H", "F"],
  "xyz": [[1.848, -1.329, 1.468], [-2.164, 1.352, -0.019], [0.146, -0.713, -1.112], [-0.555, 2.302, 1.330], [2.418, -2.450, 0.176], [1.834, -1.534, 0.348], [-1.540, 0.468, 0.031], [2.229, -0.380, -0.365], [1.425, 0.643, -1.706], [-0.121, -2.601, -0.194], [-1.674, 2.371, 0.591], [0.296, -1.629, 0.023], [-0.268, -1.151, 0.806], [1.291, -0.143, -1.155], [-2.963, 1.242, -0.720], [-2.202, 3.551, 0.496]],
  "orbital_gap_ev": 9.26,
  "e_lumo_ev": 0.902
}

***

{
  "formula": "C4H7F2OP",
  "method": "ωB97M-V/def2-TZVPD",
  "symbols": ["F", "H", "H", "H", "C", "H", "H", "H", "O", "C", "P", "C", "F", "C", "H"],
  "xyz": [[1.454, 2.563, -1.443], [-0.767, -0.741, 0.967], [-0.641, 1.450, 0.748], [0.642, -1.699, 0.362], [0.530, 2.670, -0.460], [1.009, -0.084, -1.475], [1.200, 1.358, 0.884], [-0.874, -1.844, -0.433], [0.158, 4.093, 1.846], [0.323, 1.289, 0.220], [0.955, 4.334, 0.666], [0.121, 0.123, -0.784], [-0.735, 2.986, -1.145], [-0.255, -1.145, 0.052], [-0.845, 0.298, -1.265]],
  "multiplicity": 3,
  "orbital_gap_ev": [8.62, 8.85],
  "e_lumo_ev": [0.984, -3.111]
}

***

no.,E_tot (eV)
1,-11185.5888
2,-14162.8864
3,-21029.5865